9
Properties=species:S:1:pos:R:3:lowdin_charge:R:1 method="wB97M-V/def2-TZVPD" total_energy_ha=-321.308261 molar_mass_g_mol=85.1 e_lumo_ev=0.1 largest_force_ev_per_a=0.97 smiles="N#C[C@@H](O)C=O" orbital_gap_ev=10.87 de_lowest_kj_mol=182.2 e_homo_ev=-10.752
O -0.2219 1.5508 0.1652 -0.001
C 0.2076 0.2280 0.3572 -0.342
C -0.9469 -0.7782 0.2295 -0.192
O -0.8534 -1.8341 -0.3366 0.092
C 1.3271 -0.1643 -0.5225 -0.148
N 2.1946 -0.4538 -1.2264 0.179
H -0.3736 1.7057 -0.7759 0.113
H 0.5538 0.1930 1.3974 0.162
H -1.8873 -0.4471 0.7122 0.137

=====

10
Properties=species:S:1:pos:R:3:lowdin_charge:R:1 method="wB97M-V/def2-TZVPD" total_energy_ha=-301.318263 molar_mass_g_mol=84.1 e_lumo_ev="-0.1 / -0.6" largest_force_ev_per_a=1.53 orbital_gap_ev="8.43 / 8.37" de_lowest_kj_mol=443.6 e_homo_ev="-8.516 / -8.967"
N -0.5626 -1.6742 0.5210 0.127
C -0.2685 -0.4905 0.1446 -0.381
C -0.9982 0.7335 -0.0976 -0.041
O -0.1399 1.7149 -0.2178 -0.045
N 1.1368 1.4077 -0.1871 0.044
C 1.1438 -0.0421 -0.1275 -0.148
H 1.8567 -0.4464 0.5909 0.128
H -1.5676 -1.8104 0.6083 0.049
H -2.0402 1.0136 -0.1098 0.127
H 1.4397 -0.4060 -1.1251 0.139